(1)
A molecular structure, C38H50ClF5IrN3O2S in a non-equilibrium geometry. Source: OMol25; level of theory: ωB97M-V/def2-TZVPD.

Calculated values
**Spin multiplicity**: 2
**Energy relative to the best compared isomer or geometry (same formula, charge and spin)**: 379.6 kJ/mol
**<S²>**: 1.24
**Molar mass**: 935.56 g mol⁻¹
**Total charge**: +1

XYZ file:
```
101
Properties=species:S:1:pos:R:3:forces:R:3:lowdin_charge:R:1
Ir -0.189 0.355 -0.583 -1.6 0.1 1.3 1.1237
Cl -3.085 -2.007 7.478 0.0 0.0 0.1 0.7136
S -0.325 1.614 -2.849 0.9 -1.6 1.6 0.7504
F -1.753 3.800 -0.154 -0.2 -0.3 0.1 0.1395
F -0.480 4.346 1.493 -0.1 -0.5 0.3 0.1842
F -1.902 1.769 1.400 0.6 0.0 -0.5 0.0220
F 0.193 1.871 1.988 -0.2 0.0 -0.8 0.0346
F 0.378 3.749 -0.378 0.1 -0.3 0.2 0.1015
O -0.580 -0.940 1.427 0.6 1.1 -0.7 0.0268
O -2.332 -2.252 0.875 -0.2 0.0 0.9 0.1225
N -2.703 2.806 -2.754 0.4 0.4 -0.1 -0.1926
N -1.721 -1.024 -1.063 0.5 2.0 -0.8 0.0373
N -0.874 4.159 -3.266 -0.3 -0.4 0.1 -0.1919
C -1.963 -1.766 3.147 0.2 0.0 0.2 -0.1304
C 0.770 -3.524 -1.432 0.1 0.2 0.0 -0.0265
C 1.815 -1.371 -0.740 0.1 0.1 0.0 -0.2062
C 0.964 -1.660 -3.090 0.0 0.0 0.3 -0.0625
C 2.005 -1.891 3.377 0.0 0.1 0.0 -0.0384
C -4.825 -1.967 -1.110 0.1 -0.1 0.0 -0.0261
C 3.165 2.716 1.317 0.0 -0.1 0.0 -0.0163
C -0.619 3.479 0.494 0.3 0.9 -1.1 -0.5810
C -2.591 -3.076 5.054 0.0 0.0 0.1 -0.0815
C 1.616 -2.325 -1.877 -0.1 -0.2 -0.2 -0.5486
C 4.416 -1.692 2.785 -0.1 0.1 0.0 -0.0200
C -2.264 -3.001 3.714 0.0 0.2 -0.2 0.0023
C 3.861 2.229 -0.995 0.0 -0.1 0.2 -0.0497
C -2.405 -0.673 5.240 0.0 -0.1 0.2 -0.0777
C -1.389 2.975 -2.922 -0.6 0.1 0.4 -0.6650
C -3.247 1.659 -2.068 0.1 -0.5 0.4 -0.0870
C -5.783 -4.015 -1.906 -0.1 0.0 -0.1 -0.0747
C 3.022 -2.820 -2.271 -0.1 0.1 0.1 -0.0136
C 3.718 1.604 0.401 0.0 0.6 0.2 -0.5062
C -2.425 -1.847 -0.482 0.1 -0.1 -0.1 -0.3967
C 2.689 -0.713 1.303 -0.5 -1.1 -0.2 -0.0687
C 2.116 -1.764 0.584 0.2 0.7 0.3 0.0155
C -3.422 -3.888 -1.498 -0.1 0.1 0.0 -0.0210
C 5.137 1.220 0.852 -0.2 -0.1 0.0 -0.0234
C -3.695 3.579 -3.472 -0.2 0.3 -0.1 -0.0278
C -0.629 1.995 0.892 0.0 -1.9 0.0 -0.3696
C -1.467 5.436 -2.915 -0.3 0.3 0.0 -0.0354
C 0.480 4.250 -3.765 0.5 -0.1 -0.3 -0.0810
C 3.060 -0.958 2.749 0.3 -0.1 0.4 -0.5129
C 2.814 0.398 0.382 -0.4 0.2 -1.0 -0.0333
C -5.927 -2.690 -1.528 0.0 0.1 -0.1 -0.0688
C -4.529 -4.604 -1.921 0.0 -0.1 -0.1 -0.0659
C 3.115 0.281 3.644 0.0 -0.1 -0.1 -0.0349
C -2.030 -0.603 3.915 0.1 -0.2 -0.2 0.0037
C 2.097 0.032 -0.818 0.3 0.7 0.0 -0.1848
C -2.663 -1.913 5.813 0.1 0.0 -0.4 -0.6602
C -3.581 -2.579 -1.069 0.3 -0.2 0.0 -0.1687
C -1.542 -1.617 1.739 -0.3 -0.1 -0.3 -0.3842
H 1.920 -2.742 0.973 0.0 -0.2 0.1 0.1203
H -3.226 4.174 -4.249 0.0 0.0 0.0 0.0918
H -4.382 2.877 -3.946 0.0 0.0 0.0 0.1059
H 3.926 0.954 3.391 0.0 0.1 0.0 0.0647
H 1.567 -0.842 -3.474 0.1 0.1 -0.1 0.0756
H 0.842 -2.388 -3.888 0.0 -0.1 -0.1 0.0965
H 4.385 -2.584 2.164 0.0 -0.1 -0.1 0.0887
H 1.313 -4.155 -0.734 0.1 -0.1 0.1 0.0869
H -1.829 5.971 -3.797 0.0 0.0 0.0 0.1024
H -1.824 0.352 3.458 0.1 0.1 0.0 0.1098
H 5.190 1.012 1.913 0.0 -0.1 0.1 0.0589
H -2.587 1.358 -1.252 -0.2 0.0 -0.2 0.0173
H 0.551 5.128 -4.405 0.0 0.0 0.0 0.1015
H 0.504 -4.123 -2.299 0.0 -0.1 -0.1 0.0947
H 3.956 3.435 1.522 0.1 0.1 0.0 0.0997
H 2.269 0.526 -1.764 0.1 0.0 0.1 0.0788
H 2.791 2.333 2.255 0.0 0.0 0.1 0.0530
H -2.487 0.227 5.827 0.0 0.0 0.1 0.1127
H 4.323 1.537 -1.693 0.0 -0.1 -0.2 0.0947
H -2.222 -3.895 3.111 0.0 -0.1 0.0 0.1264
H -2.790 -4.030 5.516 -0.1 -0.1 0.1 0.1116
H -3.375 0.806 -2.739 0.0 0.0 0.0 0.1014
H 1.003 -1.539 3.147 -0.1 0.0 0.1 0.0695
H -4.918 -0.936 -0.808 -0.1 0.2 0.1 0.1125
H 5.495 0.354 0.301 0.1 -0.1 0.0 0.0984
H 4.508 3.099 -0.922 0.1 0.1 0.0 0.0943
H 5.228 -1.061 2.438 0.1 0.0 -0.1 0.0686
H 2.357 3.237 0.815 -0.1 0.1 0.0 0.0656
H 2.937 -3.563 -3.059 0.0 -0.1 -0.1 0.0948
H 3.633 -1.998 -2.635 0.1 0.1 -0.1 0.0917
H 3.275 -0.039 4.673 0.0 0.0 0.0 0.0929
H -4.264 4.226 -2.803 0.0 0.0 0.0 0.1040
H 2.126 -1.900 4.457 0.1 0.0 0.1 0.0919
H -4.210 1.942 -1.648 0.0 0.0 0.0 0.1040
H -4.412 -5.618 -2.273 0.0 -0.1 0.0 0.1084
H 4.634 -1.992 3.806 0.0 0.0 0.2 0.0937
H 2.108 -2.916 3.032 0.0 -0.1 -0.1 0.0833
H -0.020 -1.276 -2.822 -0.1 0.0 -0.2 0.0240
H 5.807 2.051 0.647 0.0 0.1 0.0 0.0934
H -2.442 -4.339 -1.499 0.1 -0.1 0.0 0.1107
H 2.903 2.563 -1.382 -0.2 0.0 -0.1 0.0705
H -2.279 5.312 -2.204 0.0 0.0 0.0 0.0855
H -6.895 -2.215 -1.571 -0.1 0.0 0.1 0.1072
H 3.530 -3.269 -1.422 0.1 -0.1 0.1 0.0896
H 0.720 3.362 -4.347 0.1 0.2 0.0 0.0576
H -0.697 6.048 -2.444 0.0 -0.1 0.0 0.1065
H 2.166 0.811 3.600 -0.1 0.1 0.1 0.0840
H -0.143 -3.180 -0.955 -0.2 0.0 0.0 0.0598
H 1.198 4.338 -2.946 0.0 0.0 0.0 0.0925
H -6.650 -4.582 -2.206 -0.1 -0.1 -0.1 0.1072
```
Positions in Å, forces in eV/Å.

---

(2)
A molecular structure, C38H51BIrN8O6S5. Source: OMol25; level of theory: ωB97M-V/def2-TZVPD.

Calculated values
**Spin multiplicity**: 2
**Energy relative to the best compared isomer or geometry (same formula, charge and spin)**: 42.1 kJ/mol
**<S²>**: 0.76
**Molar mass**: 1079.24 g mol⁻¹
**Total charge**: 0

XYZ file:
```
110
Properties=species:S:1:pos:R:3:forces:R:3:lowdin_charge:R:1
Ir 0.535 -0.070 0.787 0.1 0.0 -0.1 1.0010
S 2.116 4.420 1.805 -0.1 0.1 -0.1 0.6949
S 0.171 0.168 -1.805 0.1 -0.1 0.0 0.7114
S -0.490 -2.277 0.882 0.2 0.2 -0.1 0.7487
S -4.554 1.662 0.098 0.0 0.0 0.0 0.6713
S 0.915 2.149 0.426 -0.1 0.0 0.0 0.6670
O 4.185 3.570 -1.890 0.0 0.0 0.0 0.0239
O 3.854 -1.743 0.905 -0.1 0.0 0.0 0.1084
O 0.398 2.753 2.916 -0.1 0.0 -0.1 -0.2313
O -1.221 0.570 1.773 -0.1 0.0 -0.2 -0.2251
O 2.123 -0.773 -0.129 -0.1 0.0 0.1 -0.3633
O 5.916 4.108 -0.472 0.0 0.0 0.0 0.0318
N -4.154 -0.915 -0.625 0.0 0.0 0.0 0.0393
N -1.463 1.775 -3.397 0.1 0.0 0.0 0.0164
N -2.021 -2.039 -1.387 0.3 -0.1 0.2 0.0235
N -0.582 -3.682 -1.509 0.0 0.1 0.3 0.0270
N -2.502 0.262 -2.215 -0.1 0.0 0.2 0.0384
N -1.300 0.425 4.037 0.0 0.0 0.0 0.2113
N -3.056 -0.297 2.709 0.1 -0.1 0.0 0.2269
N -6.153 -0.596 0.222 0.0 0.1 -0.1 -0.0036
C -1.052 4.149 -3.768 0.0 0.0 0.0 -0.0271
C 0.552 3.503 4.125 0.0 0.0 0.0 -0.0894
C -0.509 2.440 -5.542 0.0 0.0 0.0 -0.0288
C 5.436 2.867 -0.154 0.0 0.0 0.0 -0.2160
C -3.444 0.896 -2.982 -0.1 -0.1 0.0 -0.0670
C 1.135 -1.404 3.445 0.0 0.0 0.0 -0.1634
C -7.903 1.102 -0.170 0.0 0.0 0.0 -0.0464
C 0.488 -4.694 -1.198 0.0 0.0 -0.1 -0.5338
C -7.050 0.616 2.166 0.0 0.0 0.0 -0.0496
C -4.982 0.046 -0.108 0.0 -0.1 0.1 -0.7360
C 5.201 0.793 0.937 0.0 0.0 0.0 -0.0187
C 4.966 4.650 -1.391 0.0 0.0 0.0 -0.1355
C 0.064 -5.531 0.007 0.0 0.1 0.0 -0.0358
C 2.749 -0.709 5.091 0.0 0.0 0.0 -0.0957
C -1.021 -2.657 -0.733 -0.2 -0.1 -0.1 -0.6009
C 3.367 -0.776 0.370 0.1 -0.1 -0.2 -0.5566
C 5.880 2.007 0.820 0.0 0.0 0.0 0.0245
C -2.810 1.821 -3.724 0.0 0.0 -0.1 -0.0483
C 2.448 0.539 3.051 0.0 0.0 0.0 -0.1326
C 1.771 -1.594 4.664 0.0 0.0 0.0 -0.0936
C -0.517 2.740 -4.043 0.0 0.0 0.0 -0.5364
C -1.292 0.796 -2.467 0.0 0.1 -0.1 -0.5730
C 1.439 -0.323 2.611 0.0 -0.1 0.1 -0.3211
C 3.711 1.361 -0.900 0.0 0.0 0.0 0.0300
C 4.130 0.482 0.111 0.0 0.0 0.0 -0.1503
C -6.033 -1.942 -0.090 0.0 -0.1 0.0 -0.0526
C 0.612 -5.620 -2.404 0.1 -0.1 0.0 -0.0610
C -1.823 0.219 2.808 0.0 0.0 0.0 -0.6140
C -7.377 0.036 0.791 0.0 -0.1 0.0 -0.5582
C 3.089 0.356 4.270 0.0 0.0 0.0 -0.0780
C -4.809 -2.134 -0.609 0.0 0.0 0.0 -0.0481
C -8.457 -1.032 0.953 0.0 0.0 0.0 -0.0611
C -1.304 -3.666 -2.685 0.0 0.0 -0.1 -0.0270
C 1.090 3.142 1.857 0.4 -0.2 0.2 -1.2410
C -2.176 -2.640 -2.609 -0.1 0.0 0.0 -0.0433
C 1.827 -3.991 -0.987 0.0 0.1 -0.1 -0.0275
C 4.389 2.543 -1.000 0.0 0.0 0.0 -0.2081
C 0.912 2.671 -3.517 0.0 0.0 0.0 -0.0846
B -2.675 -0.682 -0.985 0.2 0.3 -0.4 -0.6554
H -0.136 1.431 -5.723 0.0 0.0 0.0 0.0931
H -0.365 4.879 -4.197 0.0 0.0 0.0 0.0900
H 2.624 -4.736 -0.980 0.0 0.0 0.0 0.0951
H 0.822 -6.293 0.191 0.0 0.0 0.0 0.0927
H 2.870 1.120 -1.537 0.0 0.0 0.0 0.0866
H -3.579 -0.611 3.505 0.0 0.1 0.0 0.1158
H 5.496 5.123 -2.215 0.0 0.0 0.0 0.1359
H -0.305 -6.182 -2.587 0.0 0.0 0.0 0.0871
H 1.380 1.712 -3.719 0.0 0.0 0.0 0.0591
H -8.162 0.645 -1.128 0.0 0.0 0.0 0.0895
H 1.406 -6.334 -2.192 0.0 0.0 0.0 0.0923
H -6.324 1.422 2.085 0.0 0.0 0.0 0.0348
H -0.311 0.629 4.038 0.0 0.0 0.0 0.0841
H -4.350 -3.039 -0.962 0.0 0.0 0.0 0.1147
H -7.169 1.885 -0.334 0.0 0.0 0.0 0.0324
H -0.029 -4.924 0.903 0.0 0.0 0.0 0.0441
H 0.968 2.866 -2.448 0.0 0.0 0.0 0.0466
H -9.340 -0.553 1.373 0.0 0.0 0.0 0.0900
H -7.961 0.997 2.629 0.0 0.0 0.0 0.0867
H 2.781 1.354 2.424 0.0 0.1 0.0 0.0739
H -6.820 -2.652 0.073 0.0 0.0 0.0 0.1062
H -8.735 -1.473 -0.005 0.0 0.0 0.0 0.0867
H 5.481 0.078 1.699 0.0 0.0 0.0 0.1214
H 3.871 1.046 4.566 0.0 0.0 0.0 0.1068
H -2.041 -0.138 -0.150 -0.4 -0.4 0.3 0.0556
H 4.317 5.356 -0.864 0.0 0.0 0.0 0.1305
H -1.503 2.526 -5.981 0.0 0.0 0.0 0.0760
H -8.806 1.543 0.254 0.0 0.0 0.0 0.0883
H 1.477 3.447 -4.036 0.0 0.0 0.0 0.0924
H 0.299 4.548 3.959 0.0 0.0 0.0 0.0784
H -1.137 -4.368 -3.478 0.0 0.1 0.0 0.1118
H -3.202 2.516 -4.442 0.0 0.0 0.0 0.1165
H -2.886 -2.280 -3.333 0.0 0.0 0.0 0.1344
H 1.875 -3.435 -0.059 0.0 0.1 0.1 0.0468
H 1.581 3.433 4.478 0.0 0.0 0.0 0.0841
H -2.035 4.317 -4.206 0.0 0.0 0.0 0.0744
H -1.115 4.323 -2.694 0.0 0.0 0.0 0.0989
H -3.376 -0.523 1.781 0.0 0.1 0.0 0.0784
H -0.887 -6.031 -0.190 0.0 0.0 0.0 0.0904
H 0.894 -5.077 -3.308 0.0 0.0 0.0 0.0910
H -0.136 3.047 4.832 0.0 0.0 0.0 0.0863
H 0.148 3.146 -6.050 0.0 0.0 0.0 0.0900
H 1.507 -2.448 5.276 0.0 0.0 0.0 0.0998
H -4.491 0.663 -2.909 0.0 0.0 0.0 0.1193
H 2.012 -3.288 -1.802 0.0 0.0 0.0 0.1003
H -6.638 -0.165 2.809 0.0 0.0 0.0 0.0834
H 3.254 -0.857 6.037 0.0 0.0 0.0 0.0979
H 0.382 -2.127 3.156 0.0 0.0 0.0 0.0313
H -8.160 -1.827 1.640 0.0 0.0 0.0 0.0856
H -1.661 -0.078 4.829 0.0 0.0 0.0 0.1172
H 6.703 2.270 1.471 0.0 0.0 0.0 0.1188
```
Positions in Å, forces in eV/Å.

---

What is the energy relative to the best compared isomer or geometry (same formula, charge and spin) in the first record? 379.6 kJ/mol

---

Which of these has the highest energy relative to the best compared isomer or geometry (same formula, charge and spin)? C38H50ClF5IrN3O2S